Molecular formula: C21H42O7
Method: DFT, ωB97M-V/def2-TZVPD

Geometry as XYZ:
```
70
Properties=species:S:1:pos:R:3:forces:R:3
C -2.269599 -0.825064 -0.535194 -1.1 -0.4 -0.3
C -0.900906 -1.374057 -0.710037 1.3 0.6 0.3
C 0.092324 -1.084930 0.412809 -0.5 0.0 -0.8
O -0.526294 -1.986368 -1.687336 -0.5 -0.1 -0.1
H -2.353715 0.261822 -0.508082 0.5 0.1 0.1
H -2.689814 -1.196007 0.404385 0.0 0.0 0.0
H -2.892836 -1.162954 -1.365375 0.0 -0.1 0.1
H -0.253989 -1.628664 1.292003 0.3 0.2 0.2
H 0.131543 -0.010664 0.604998 -0.1 -0.1 0.3
H 1.067719 -1.407205 0.065410 0.1 -0.2 0.2
C -3.567536 4.222090 0.685753 -0.3 0.3 -1.0
C -4.131412 2.887766 1.073714 -0.7 -0.6 0.4
C -4.876370 2.084341 0.028450 0.0 0.4 -0.7
O -4.132408 2.506840 2.221786 0.4 0.0 0.1
H -4.196168 4.981886 1.154429 0.3 0.0 0.3
H -3.691696 4.361694 -0.389265 0.2 0.0 0.0
H -2.516779 4.358368 0.924962 0.0 -0.1 0.4
H -5.677748 1.501418 0.471421 0.1 -0.1 0.2
H -4.221422 1.440388 -0.559315 0.2 -0.1 0.3
H -5.281373 2.754118 -0.735177 -0.1 0.0 0.1
C -1.604990 -2.960076 3.577912 -0.1 0.2 0.1
C -2.517269 -3.791231 2.707903 -0.2 0.3 -0.2
C -2.023251 -5.151178 2.281216 0.1 0.5 -0.2
O -3.551536 -3.345127 2.268620 -0.1 0.0 0.1
H -1.619977 -3.341672 4.600564 0.3 -0.2 -0.1
H -1.916968 -1.918372 3.639895 -0.3 -0.1 -0.2
H -0.600394 -2.973912 3.152918 0.1 -0.2 0.3
H -1.700318 -5.784432 3.104278 0.0 0.0 0.0
H -1.157370 -4.924726 1.648677 0.1 -0.3 0.0
H -2.786926 -5.618697 1.667414 0.0 -0.2 0.1
C 1.539352 -4.604579 -3.364502 -0.3 0.0 0.6
C 2.483823 -3.885359 -2.437303 0.2 0.4 -0.1
C 2.641989 -2.380134 -2.577748 0.1 -0.6 -0.3
O 3.144932 -4.481358 -1.621889 -0.1 -0.2 0.2
H 1.865771 -4.520033 -4.399890 0.0 -0.1 0.0
H 0.540326 -4.169352 -3.283618 0.1 0.1 -0.1
H 1.484965 -5.633216 -3.013212 0.1 -0.1 -0.4
H 1.716389 -1.906262 -2.894084 0.0 0.1 0.2
H 3.396640 -2.224222 -3.354536 0.0 0.1 0.0
H 3.032232 -2.023052 -1.629288 -0.1 0.3 0.0
C 3.435421 -1.025949 1.512354 -0.2 -0.5 0.7
C 4.806556 -1.383946 2.031314 0.6 0.1 0.5
C 5.288195 -0.672182 3.286576 -0.5 0.2 -0.5
O 5.518335 -2.190825 1.487111 -0.2 -0.1 -0.3
H 2.899793 -1.964747 1.364370 0.1 0.0 -0.4
H 3.513326 -0.460475 0.587716 -0.1 0.0 -0.1
H 2.861559 -0.487376 2.267206 0.1 0.3 -0.2
H 4.567163 -0.802151 4.095547 0.1 -0.1 0.1
H 5.293111 0.398311 3.055501 0.1 0.0 0.1
H 6.278955 -1.015802 3.559512 0.0 0.0 0.1
C 2.402501 2.755278 -0.392145 -0.2 0.3 -0.5
C 1.383183 3.068579 0.685038 1.0 0.1 0.1
C 0.982956 4.508413 0.865496 -1.1 -0.3 -0.5
O 0.951556 2.186311 1.379439 -0.4 -0.3 0.2
H 1.875625 2.615363 -1.343853 -0.1 -0.1 0.1
H 2.937609 1.835988 -0.176231 0.0 0.0 0.1
H 3.085273 3.585415 -0.577509 0.1 0.0 0.2
H 1.726402 5.132042 1.352127 0.2 -0.1 -0.1
H 0.044465 4.527294 1.420806 0.2 0.1 0.2
H 0.743886 4.899480 -0.127421 0.3 0.3 0.0
C -0.806268 1.669203 -3.027118 0.1 0.0 -0.3
C -1.581754 2.908735 -2.686762 0.1 0.5 0.8
C -0.913077 4.235735 -2.940807 -0.3 0.2 -0.9
O -2.660122 2.845980 -2.142367 -0.1 -0.2 -0.2
H -1.437575 1.051927 -3.666645 0.1 -0.2 0.1
H -0.577978 1.138616 -2.102488 -0.1 -0.1 0.0
H 0.128106 1.887882 -3.541876 0.0 0.0 0.0
H -1.563092 5.085046 -2.739945 0.0 -0.2 0.4
H -0.689899 4.310745 -4.011778 0.3 -0.1 0.1
H 0.026857 4.309253 -2.396850 0.1 0.0 0.0
```
Forces are in eV/Å.

Output
Orbital gap: 0.35003 Eh

Löwdin atomic charge list, values in e, 5 entries: atom 1 (C): -0.015, atom 2 (C): -0.494, atom 3 (C): 0.007, atom 4 (O): 0.056, atom 5 (H): 0.066

Molecular formula: C21H43Cl2N4O2
Method: DFT, ωB97M-V/def2-TZVPD

Geometry as XYZ:
```
72
Properties=species:S:1:pos:R:3:forces:R:3
C -1.261925 2.349033 -0.792068 -0.1 0.0 -0.3
C -1.313503 3.825896 -1.144803 -0.2 -0.5 -0.5
Cl -0.206867 4.753812 -0.098451 0.0 0.4 0.0
C -2.709887 4.483605 -1.114321 0.1 0.2 0.4
Cl -3.602073 3.957988 -2.628472 -0.1 0.0 -0.1
N -3.404752 4.243614 0.095965 0.1 -0.2 0.0
N -4.221900 3.181295 0.089508 -0.2 0.3 0.4
H -1.425401 1.778877 -1.712360 0.0 0.0 0.1
H -2.018261 2.056745 -0.066743 0.2 0.0 0.1
H -0.289802 2.087739 -0.367140 -0.1 -0.2 0.1
H -0.959705 3.953741 -2.169566 0.2 0.2 0.2
H -2.591728 5.563041 -1.209308 0.0 -0.1 -0.1
H -4.957793 3.174481 -0.614585 0.3 -0.2 -0.2
H -4.563181 3.002252 1.024237 -0.1 0.0 -0.1
C -1.873453 -1.337565 3.416221 0.0 0.0 0.0
C -0.561291 -0.841140 2.757921 -0.2 -0.1 0.2
C 0.629318 -1.121960 3.696995 0.2 0.0 0.0
C 0.761473 -0.131334 4.848701 0.0 0.0 0.0
C 0.696408 1.297942 4.322554 0.2 0.0 0.0
C -0.549936 1.550907 3.464413 -0.3 0.0 0.2
N -0.680114 0.584191 2.340960 0.2 0.1 -0.3
O 0.358301 0.849266 1.412283 0.2 0.0 0.1
C -1.800466 1.531240 4.363316 0.0 -0.1 0.1
C -0.490049 2.969970 2.897821 0.1 -0.1 0.0
C -0.356560 -1.680450 1.500803 0.0 -0.1 0.0
H -2.695623 -0.668752 3.162214 0.0 0.0 0.0
H -2.133252 -2.333148 3.046975 0.1 0.0 0.0
H -1.807026 -1.409400 4.504337 0.0 0.0 0.0
H 1.549130 -1.089581 3.105038 0.0 0.1 0.0
H 0.540484 -2.143058 4.087860 0.0 0.0 0.0
H -0.019686 -0.303811 5.597918 0.0 0.0 0.0
H 1.714071 -0.296399 5.362713 0.0 0.0 0.0
H 0.717726 2.010462 5.155844 0.0 0.0 0.0
H 1.578774 1.495422 3.707190 -0.1 -0.1 -0.1
H -2.695474 1.673538 3.753521 0.0 0.0 0.0
H -1.739365 2.353071 5.082933 0.0 0.0 0.0
H -1.921447 0.615331 4.937031 0.0 0.0 0.0
H 0.412336 3.130996 2.315852 0.0 -0.1 -0.1
H -0.520101 3.692971 3.721631 0.0 0.0 0.0
H -1.349470 3.149555 2.247358 0.0 0.0 0.0
H -1.149684 -1.481700 0.776938 0.0 0.0 0.0
H -0.375483 -2.744865 1.766494 0.0 0.0 0.0
H 0.598373 -1.437024 1.046785 0.0 0.1 -0.1
C 0.052726 -2.887484 -4.164850 0.0 0.1 0.0
C 1.584117 -2.687073 -4.114514 -0.6 -0.1 -0.2
C 2.225239 -3.638956 -3.093004 0.2 0.0 0.1
C 2.047141 -3.219610 -1.634012 -0.1 0.0 -0.1
C 2.447630 -1.762999 -1.424651 0.1 -0.2 0.1
C 1.709982 -0.807241 -2.361977 -0.6 0.3 0.2
N 1.932436 -1.267520 -3.776374 0.9 -0.5 0.5
O 3.079813 -0.921937 -4.236897 -0.2 0.2 -0.2
C 0.221886 -0.736692 -2.008036 -0.1 -0.1 0.0
C 2.253164 0.607923 -2.204173 0.2 0.0 0.0
C 2.133946 -2.997367 -5.504018 0.1 0.0 0.0
H -0.465972 -1.938899 -4.290611 0.0 0.0 0.0
H -0.211489 -3.516760 -5.015583 0.1 -0.1 0.0
H -0.336960 -3.369662 -3.269005 0.0 0.1 0.0
H 3.296664 -3.706843 -3.309560 0.0 0.1 0.0
H 1.807622 -4.636976 -3.255799 0.0 0.0 0.0
H 1.015882 -3.380226 -1.308119 0.0 0.0 0.0
H 2.666396 -3.861158 -1.003008 0.0 0.0 0.0
H 2.249891 -1.451834 -0.396829 0.0 0.0 0.0
H 3.525359 -1.656846 -1.589885 0.0 0.0 -0.1
H -0.306149 -0.109252 -2.728872 0.0 0.0 0.0
H 0.119759 -0.278859 -1.022463 0.1 0.1 0.1
H -0.277891 -1.700905 -1.962765 0.0 0.0 0.0
H 3.330304 0.648344 -2.355234 0.0 0.0 0.0
H 2.025108 0.950632 -1.193139 -0.1 0.0 0.0
H 1.778758 1.284645 -2.916870 0.0 0.0 0.0
H 1.753244 -2.287926 -6.240503 0.0 0.0 0.0
H 1.810051 -4.001439 -5.784900 0.0 0.0 0.0
H 3.220209 -2.963873 -5.526861 0.0 0.1 0.0
```
Forces are in eV/Å.

Output
Spin multiplicity: 3
Charge: -1
Orbital gap (spin up / spin down): 0.17965 / 0.17871 Eh

Löwdin atomic charge list, values in e, 5 entries: atom 1 (C): -0.140, atom 2 (C): -0.760, atom 3 (Cl): 0.633, atom 4 (C): -0.746, atom 5 (Cl): 0.555

Number 1: E -1352.0046 Eh. Number 2: E -2115.7062 Eh.